# C22H29NO4

An isolated molecule of C22H29NO4 (ωB97M-V/def2-TZVPD, the Open Molecules 2025 dataset).

ΔE to the lowest compared entry with this formula, charge and spin: 97.2 kJ/mol
Highest occupied orbital energy: -8.472 eV

The geometry in XYZ format:
```
56
Properties=species:S:1:pos:R:3:forces:R:3
C 0.717606 3.444613 -2.352323 -0.07 -0.21 0.20
C 0.118997 2.458212 -1.346618 0.01 0.12 -0.10
C -1.387476 2.707362 -1.234578 0.17 -0.05 0.01
C 0.806871 2.635085 0.008952 0.00 0.14 -0.01
C 0.209455 1.731618 1.046203 0.00 -0.08 -0.10
O 0.075733 2.124795 2.212406 -0.07 0.07 0.22
C -0.210462 0.416697 0.608152 -0.02 0.19 0.57
C -0.925275 -0.364338 1.492306 0.15 -0.03 -0.07
O -1.155562 0.011619 2.732399 -0.01 0.08 0.01
C -1.638333 -1.631251 1.113050 -0.03 0.07 0.17
C -2.969179 -1.208551 0.537507 -0.06 -0.10 0.05
C -3.126109 -1.040071 -0.831691 -0.01 -0.04 -0.01
C -4.333618 -0.607504 -1.350618 -0.04 0.04 -0.09
C -5.396277 -0.334713 -0.505953 -0.08 0.04 -0.05
C -5.245240 -0.496104 0.860695 -0.07 0.03 0.04
C -4.036958 -0.926853 1.379439 -0.01 -0.01 0.00
C 0.173261 -0.023810 -0.739881 0.09 -0.24 -0.19
N 0.356723 -1.265853 -0.921875 -0.02 0.00 0.19
C 0.833017 -1.837788 -2.143530 0.04 -0.17 -0.33
C 1.854290 -2.939608 -1.837297 0.07 0.31 -0.19
C 3.108463 -2.393161 -1.150568 -0.24 -0.15 0.11
C 2.906924 -2.230955 0.355918 0.26 0.26 -0.07
C 4.035480 -1.447239 1.024279 -0.24 -0.15 0.01
C 3.968424 0.036080 0.775986 0.07 0.02 0.03
O 3.394475 0.598313 -0.119379 -0.22 0.03 -0.25
O 4.661234 0.710051 1.704107 0.36 0.14 0.50
C 0.402585 1.027771 -1.799734 0.06 0.02 -0.08
H 0.508274 4.468942 -2.051787 -0.02 0.13 0.02
H 1.796309 3.319594 -2.418033 0.14 0.00 -0.03
H 0.292257 3.285376 -3.341102 -0.04 0.00 -0.13
H -1.578993 3.690277 -0.809122 -0.05 0.13 0.04
H -1.849234 2.665776 -2.219178 -0.07 -0.01 -0.11
H -1.868206 1.961688 -0.604810 -0.13 -0.03 0.04
H 1.860646 2.359326 -0.096050 0.03 0.05 0.02
H 0.751811 3.665335 0.365654 -0.03 -0.03 0.04
H -0.725464 0.916165 2.864296 0.05 -0.14 -0.23
H -1.051680 -2.179748 0.381479 -0.10 0.02 0.21
H -1.791319 -2.220700 2.017008 0.04 0.00 -0.01
H -2.297684 -1.252031 -1.490095 0.11 -0.04 -0.09
H -4.446095 -0.482156 -2.417870 -0.01 0.00 -0.09
H -6.338443 0.003446 -0.911541 -0.07 0.02 -0.03
H -6.070154 -0.283525 1.524902 -0.06 0.01 0.05
H -3.917041 -1.042023 2.446817 0.02 -0.02 0.11
H -0.025947 -2.288946 -2.657518 0.05 0.03 -0.10
H 1.291213 -1.111260 -2.828199 -0.05 -0.03 -0.01
H 2.129063 -3.411843 -2.782732 -0.04 -0.07 0.00
H 1.390388 -3.693936 -1.200395 -0.07 -0.11 -0.02
H 3.947615 -3.070642 -1.329765 0.07 0.04 0.00
H 3.360508 -1.425061 -1.584839 0.08 0.03 -0.07
H 1.958884 -1.721656 0.529203 0.05 -0.11 0.12
H 2.846860 -3.219346 0.816017 -0.04 -0.01 0.03
H 5.006827 -1.792185 0.657289 0.08 0.03 0.08
H 4.026579 -1.593036 2.105664 0.10 0.00 -0.04
H 4.617686 1.666332 1.545218 -0.15 -0.20 -0.23
H 1.453041 0.957992 -2.099975 -0.01 -0.01 -0.08
H -0.209993 0.779568 -2.671799 0.04 0.01 -0.06
```
Positions in Å, forces in eV/Å.

In elementary charge units, the Löwdin charges are: atom 1 (C): -0.043, atom 2 (C): -0.542, atom 3 (C): -0.019, atom 4 (C): -0.060, atom 5 (C): -0.319, atom 6 (O): 0.056, atom 7 (C): -0.053, atom 8 (C): -0.218, atom 9 (O): 0.117, atom 10 (C): -0.056, atom 11 (C): -0.210, atom 12 (C): -0.038, atom 13 (C): -0.082, atom 14 (C): -0.095, atom 15 (C): -0.081, atom 16 (C): -0.034, atom 17 (C): -0.241, atom 18 (N): 0.050, atom 19 (C): -0.225, atom 20 (C): -0.186, atom 21 (C): -0.201, atom 22 (C): -0.192, atom 23 (C): -0.096, atom 24 (C): -0.512, atom 25 (O): 0.099, atom 26 (O): 0.112, atom 27 (C): -0.074, atom 28 (H): 0.086, atom 29 (H): 0.086, atom 30 (H): 0.086, atom 31 (H): 0.092, atom 32 (H): 0.088, atom 33 (H): 0.082, atom 34 (H): 0.117, atom 35 (H): 0.137, atom 36 (H): 0.092, atom 37 (H): 0.104, atom 38 (H): 0.131, atom 39 (H): 0.102, atom 40 (H): 0.101, atom 41 (H): 0.099, atom 42 (H): 0.102, atom 43 (H): 0.116, atom 44 (H): 0.120, atom 45 (H): 0.109, atom 46 (H): 0.107, atom 47 (H): 0.110, atom 48 (H): 0.111, atom 49 (H): 0.105, atom 50 (H): 0.094, atom 51 (H): 0.118, atom 52 (H): 0.133, atom 53 (H): 0.124, atom 54 (H): 0.131, atom 55 (H): 0.125, atom 56 (H): 0.136

---

# C22H29NO6

An isolated molecule of C22H29NO6 (ωB97M-V/def2-TZVPD, the Open Molecules 2025 dataset).

ΔE to the lowest compared entry with this formula, charge and spin: 56.3 kJ/mol
Highest occupied orbital energy: -8.150 eV

The geometry in XYZ format:
```
58
Properties=species:S:1:pos:R:3:forces:R:3
C 3.021963 -4.189998 0.041193 -0.01 0.01 -0.02
O 3.285661 -3.826092 1.373257 0.20 0.01 0.05
C 2.180431 -3.302986 2.072402 -0.28 0.21 0.04
C 1.827395 -1.861248 1.692257 0.46 -0.27 0.09
C 3.007591 -0.923723 1.961988 -0.11 -0.27 0.07
N 2.726730 0.421699 1.518750 0.19 -0.03 -0.31
C 2.287137 1.381246 2.354082 0.06 0.23 -0.57
O 2.295549 1.299451 3.562369 -0.12 0.08 0.38
C 1.796452 2.649477 1.638704 0.01 0.12 0.45
O 1.352019 2.440745 0.316823 -0.06 -0.16 -0.22
C 0.279345 1.624073 0.098454 -0.47 -0.29 -0.05
C -0.385000 0.989573 1.125955 0.02 0.14 0.19
C -1.425602 0.088531 0.878343 0.33 0.35 -0.64
C -1.800269 -0.196122 -0.427155 -0.22 -0.18 0.00
C -1.146577 0.475395 -1.462286 0.46 0.34 0.78
O -1.565914 0.153460 -2.705577 -0.17 -0.12 0.13
C -1.014919 0.690712 -3.832765 -0.08 -0.11 -0.60
O -1.435022 0.296666 -4.896156 0.07 0.07 0.44
C 0.017223 1.698030 -3.653180 0.22 0.22 0.36
C 0.540735 2.289142 -4.928639 -0.07 -0.06 -0.04
C 0.444865 2.058622 -2.411258 -0.13 -0.14 -0.57
C 1.472544 3.133782 -2.251617 0.01 0.11 -0.19
C -0.116159 1.407588 -1.248837 -0.23 -0.27 0.11
C -2.857892 -1.221089 -0.719276 0.01 -0.11 0.04
C -3.058137 -2.103754 0.508373 0.10 0.31 0.03
C -3.170430 -1.258967 1.783179 -0.63 -0.52 0.07
C -4.370188 -0.308498 1.732462 0.40 -0.07 0.02
C -3.261545 -2.157607 3.016329 0.18 0.31 -0.31
O -1.975464 -0.486713 1.964574 0.18 0.02 0.13
H 2.180246 -4.890951 -0.018302 0.01 0.01 -0.01
H 2.802887 -3.322800 -0.591828 0.00 -0.02 -0.02
H 3.922963 -4.677678 -0.325836 -0.06 0.00 -0.09
H 2.469403 -3.339622 3.125850 -0.11 -0.02 -0.02
H 1.300986 -3.947689 1.924250 0.08 0.01 0.07
H 1.551620 -1.808563 0.635557 -0.09 0.03 -0.02
H 0.963655 -1.544812 2.278285 -0.09 0.03 -0.01
H 3.899385 -1.295954 1.451676 -0.04 0.04 0.11
H 3.205341 -0.871455 3.034354 0.08 -0.05 -0.10
H 2.627160 0.569890 0.525566 -0.06 0.09 0.13
H 2.636564 3.344768 1.547126 -0.12 -0.09 0.07
H 1.025092 3.121149 2.258381 0.08 -0.14 -0.06
H -0.119901 1.147228 2.157664 0.04 0.04 0.15
H 1.620236 2.171148 -5.004199 0.07 0.05 -0.05
H 0.299667 3.349177 -4.999031 0.04 0.08 -0.05
H 0.071591 1.773930 -5.763247 0.08 0.08 -0.03
H 2.409885 2.712389 -1.893217 0.07 0.06 0.04
H 1.140223 3.862783 -1.517362 0.07 0.05 0.00
H 1.655712 3.640002 -3.192692 0.02 0.01 -0.06
H -3.792025 -0.726747 -0.998365 -0.02 -0.05 -0.05
H -2.552253 -1.822246 -1.577355 -0.09 0.02 0.02
H -2.197974 -2.769031 0.617756 -0.01 -0.06 0.03
H -3.951982 -2.717186 0.398924 -0.01 -0.04 0.05
H -5.282134 -0.864428 1.533735 -0.12 -0.06 -0.04
H -4.470185 0.204734 2.685745 -0.02 0.05 0.08
H -4.233984 0.440875 0.957106 -0.05 0.08 -0.10
H -4.183674 -2.730638 2.994772 -0.11 -0.07 0.00
H -2.417647 -2.842081 3.046657 0.08 -0.10 0.00
H -3.240670 -1.548354 3.915583 -0.03 0.05 0.12
```
Positions in Å, forces in eV/Å.

In elementary charge units, the Löwdin charges are: atom 1 (C): -0.111, atom 2 (O): -0.195, atom 3 (C): -0.233, atom 4 (C): -0.151, atom 5 (C): -0.158, atom 6 (N): 0.080, atom 7 (C): -0.505, atom 8 (O): 0.074, atom 9 (C): -0.078, atom 10 (O): -0.076, atom 11 (C): -0.191, atom 12 (C): 0.072, atom 13 (C): -0.202, atom 14 (C): -0.072, atom 15 (C): -0.124, atom 16 (O): 0.137, atom 17 (C): -0.406, atom 18 (O): 0.110, atom 19 (C): -0.135, atom 20 (C): -0.035, atom 21 (C): -0.130, atom 22 (C): -0.012, atom 23 (C): -0.017, atom 24 (C): -0.110, atom 25 (C): -0.110, atom 26 (C): -0.542, atom 27 (C): 0.000, atom 28 (C): -0.012, atom 29 (O): 0.021, atom 30 (H): 0.090, atom 31 (H): 0.082, atom 32 (H): 0.090, atom 33 (H): 0.129, atom 34 (H): 0.120, atom 35 (H): 0.108, atom 36 (H): 0.117, atom 37 (H): 0.127, atom 38 (H): 0.128, atom 39 (H): 0.144, atom 40 (H): 0.145, atom 41 (H): 0.142, atom 42 (H): 0.127, atom 43 (H): 0.088, atom 44 (H): 0.089, atom 45 (H): 0.077, atom 46 (H): 0.097, atom 47 (H): 0.095, atom 48 (H): 0.072, atom 49 (H): 0.126, atom 50 (H): 0.127, atom 51 (H): 0.129, atom 52 (H): 0.128, atom 53 (H): 0.094, atom 54 (H): 0.091, atom 55 (H): 0.087, atom 56 (H): 0.090, atom 57 (H): 0.085, atom 58 (H): 0.089

---

> Which value of highest occupied orbital energy does entry 2 give?

-8.150 eV

---

> Which formula does entry 2 have?

C22H29NO6

---

> What is the formula in the first record?

C22H29NO4